(1)
The following is a DFT calculation (the ωB97M-V functional and the def2-TZVPD basis) of a 2-piece molecular cluster, C28H47BrN6O7PS overall in a non-equilibrium geometry.

The value obtained for the HOMO energy is -10.90 eV. The electronic energy is -5263.6303 Eh. Its total charge is +1. Its max |F| is 2.27 eV Å⁻¹.

XYZ file:
```
91
C28H47BrN6O7PS, DFT the ωB97M-V functional and the def2-TZVPD basis
C 6.83425 4.30303 0.24908
C 5.83011 4.88229 -0.73881
C 4.98265 3.83788 -1.46829
C 3.70203 3.56727 -0.69329
N 2.66679 2.85120 -1.46773
C 2.24010 3.50563 -2.70010
C 2.70895 2.74021 -3.91645
O 3.81834 2.46637 -4.11330
Br 1.32018 2.31543 -5.17189
C 2.07892 1.74067 -1.11287
N 0.96860 1.37352 -1.85185
C -0.18604 1.57720 -0.96171
C -0.10142 0.68185 0.29971
C -1.07284 -0.48630 0.11182
C -1.21003 -1.51566 1.21844
C -2.21779 -1.27237 2.30872
C -3.38652 -0.51803 2.10776
C -4.32177 -0.36485 3.13344
C -4.10884 -0.94546 4.38760
C -2.94818 -1.69974 4.60103
C -2.02376 -1.86139 3.56352
P -0.45427 1.76055 1.75068
N -0.29799 1.21609 3.18114
O -1.84156 2.44510 1.39662
O 0.50025 3.02651 1.46684
C 1.32098 0.12738 0.44134
N 2.43113 1.01251 0.00398
C 3.67019 0.18544 -0.22732
C 4.06347 -0.57052 1.02549
S 4.18852 0.49158 2.47684
C 5.90244 0.35031 2.61996
N 6.74096 -0.18893 1.79950
N 8.00292 -0.04653 2.38240
C 7.77674 0.57503 3.49445
O 6.46856 0.86723 3.72562
H 6.85083 3.22626 0.20610
H 6.60056 4.59607 1.26572
H 7.83625 4.65385 0.04380
H 6.33481 5.50232 -1.46465
H 5.16957 5.54770 -0.19338
H 4.76565 4.17977 -2.47047
H 5.55510 2.92095 -1.53466
H 3.25141 4.51175 -0.40771
H 3.90893 3.03192 0.21955
H 2.72680 4.46946 -2.72231
H 1.17152 3.64115 -2.72215
H 1.04798 0.39975 -2.13131
H -0.16321 2.62657 -0.70142
H -1.10660 1.41123 -1.50214
H -0.69518 -1.01612 -0.76215
H -2.03659 -0.09119 -0.17781
H -0.24305 -1.71931 1.66854
H -1.50814 -2.44084 0.73333
H -3.59276 -0.04631 1.16241
H -5.20773 0.21342 2.94417
H -4.82374 -0.80927 5.17823
H -2.76667 -2.15482 5.55777
H -1.13900 -2.45491 3.72550
H -0.12814 0.22284 3.25105
H -1.74627 3.27471 0.91678
H 1.20613 2.95729 2.12449
H 1.38827 -0.83648 -0.06094
H 1.50232 -0.07099 1.49048
H 3.46867 -0.52098 -1.02895
H 4.48657 0.82120 -0.53096
H 3.39796 -1.39287 1.24478
H 5.04705 -0.99057 0.86944
H 8.48810 0.88058 4.23259
C -6.33007 -1.54282 -4.18084
O -5.77448 -2.60788 -3.44497
C -4.37065 -2.51663 -3.33873
C -3.85516 -3.41542 -2.23954
O -4.02286 -2.89016 -0.93129
C -5.32691 -2.99410 -0.36394
C -5.68042 -4.37560 0.12895
O -6.08235 -5.20042 -0.94686
C -6.09951 -6.56526 -0.59407
H -5.94476 -1.51921 -5.20717
H -7.40597 -1.69552 -4.21281
H -6.12103 -0.57836 -3.70178
H -4.07373 -1.48016 -3.12563
H -3.90971 -2.82051 -4.29045
H -2.77410 -3.50684 -2.37245
H -4.29492 -4.41070 -2.32525
H -6.08734 -2.62621 -1.05495
H -5.30217 -2.33105 0.50368
H -6.50306 -4.29319 0.85337
H -4.81100 -4.81171 0.63794
H -5.10117 -6.91243 -0.30225
H -6.42692 -7.12333 -1.46779
H -6.79523 -6.75703 0.23070
```

(2)
The following is a DFT calculation (the ωB97M-V functional and the def2-TZVPD basis) of C28H47GeIrNP2 as an isolated structure in a non-equilibrium geometry.

The value obtained for the HOMO energy (alpha / beta) is -10.09 / -10.08 eV. The electronic energy is -4013.5743 Eh. The calculation puts the energy above the lowest of the compared OMol25 structures with the same formula, charge and spin at 36.5 kcal per mole. Its total charge is +1. Its max |F| is 2.79 eV Å⁻¹.

XYZ file:
```
80
C28H47GeIrNP2, DFT the ωB97M-V functional and the def2-TZVPD basis
Ir -0.02187 0.69930 -0.08875
C -3.17870 3.30887 -0.07791
C -3.37720 1.90726 0.50366
C -2.90082 1.85741 1.95660
P -2.37798 0.71937 -0.50578
C -3.20135 0.64123 -2.17038
C -2.41227 -0.32996 -3.04770
C -4.67001 0.24494 -2.08345
C -2.64873 -0.91930 0.22134
C -3.80627 -1.27798 0.89860
C -3.88151 -2.47721 1.58790
C -2.76113 -3.29464 1.64225
C -1.60514 -2.96202 0.96010
C -1.53555 -1.78958 0.19122
N -0.40386 -1.37497 -0.49408
C 0.65499 -2.16527 -0.88663
C 0.53436 -3.55160 -1.09506
C 1.63786 -4.32344 -1.40213
C 2.89013 -3.74326 -1.55845
C 3.00254 -2.36800 -1.49037
C 1.90532 -1.57312 -1.17164
P 1.92457 0.22840 -1.36072
C 2.28281 0.36208 -3.18828
C 2.12871 1.81661 -3.64131
C 1.42953 -0.55783 -4.05573
C 3.44976 1.04345 -0.63943
C 4.42825 0.11712 0.08090
C 2.96751 2.15597 0.29970
H -3.70236 4.04605 0.53099
H -3.55811 3.38532 -1.09759
H -2.11765 3.57283 -0.08409
H -4.43258 1.63365 0.44841
H -1.83383 2.09502 2.01035
H -3.05475 0.87294 2.39810
H -3.44323 2.59104 2.55392
H -3.12004 1.64601 -2.59519
H -2.50390 -1.35171 -2.67511
H -1.35583 -0.06483 -3.05373
H -2.78384 -0.30248 -4.07247
H -4.78117 -0.74876 -1.64916
H -5.08772 0.21948 -3.09074
H -5.25676 0.95613 -1.50164
H -4.65981 -0.61095 0.89866
H -4.79002 -2.75459 2.10432
H -2.78176 -4.19574 2.24126
H -0.72312 -3.57850 1.05347
H -0.44259 -4.00953 -1.04020
H 1.51939 -5.39128 -1.52966
H 3.75732 -4.35205 -1.77416
H 3.95430 -1.90335 -1.70560
H 3.33032 0.05424 -3.26802
H 1.07682 2.10841 -3.61930
H 2.48732 1.93116 -4.66462
H 2.68911 2.50930 -3.01119
H 0.37833 -0.28198 -3.99449
H 1.53154 -1.60422 -3.77312
H 1.74383 -0.45396 -5.09530
H 3.96622 1.50698 -1.48319
H 3.91384 -0.56092 0.76292
H 5.12562 0.72606 0.65892
H 5.02099 -0.46928 -0.61789
H 2.50443 1.72793 1.19139
H 2.23521 2.80056 -0.19789
H 3.80464 2.78180 0.61271
C 0.19806 0.30316 5.01243
Ge 1.28630 0.87731 3.46846
C 3.08493 0.07455 3.59879
C 1.38559 2.84943 3.46119
C 0.36198 0.04649 1.92512
H 0.70854 0.52358 5.94898
H 0.01896 -0.77110 4.95735
H -0.76635 0.81187 5.01305
H 3.51839 0.29389 4.57433
H 3.76145 0.45181 2.83200
H 3.01071 -1.00854 3.49369
H 1.65742 3.17550 4.46533
H 0.41970 3.29138 3.21378
H 2.13186 3.23411 2.76708
H 0.82786 -0.93202 1.77088
H -0.66952 -0.14603 2.24204
```

(3)
The following is a DFT calculation (the ωB97M-V functional and the def2-TZVPD basis) of C28H47IrNO2P2 as an isolated structure in a non-equilibrium geometry.

The value obtained for the HOMO energy (alpha / beta) is -8.64 / -10.47 eV. The electronic energy is -2086.8450 Eh. The spin multiplicity is 5. Its total charge is +1. Its max |F| is 3.86 eV Å⁻¹.

XYZ file:
```
81
C28H47IrNO2P2, DFT the ωB97M-V functional and the def2-TZVPD basis
Ir -2.59373 -2.53479 -0.74720
C 0.23574 -0.88700 -1.68424
C -1.23307 -0.55218 -1.75052
C 0.03331 1.07305 -0.51069
C 0.94821 0.03239 -0.89347
C -1.24686 0.76305 -1.00309
C 0.83179 -1.84699 -2.63635
H 0.01412 -2.39492 -3.14340
H 1.52530 -2.55457 -2.15809
H 1.40303 -1.31073 -3.42518
C 2.41638 0.13859 -0.70657
H 2.93531 -0.78252 -0.97652
H 2.66038 0.42303 0.32055
H 2.79942 0.93615 -1.35419
C 0.44653 2.37245 0.09634
H 1.15375 2.88948 -0.57847
H 0.98382 2.22910 1.05300
H -0.41378 3.05308 0.22089
C -2.36745 1.74477 -1.04976
H -2.14699 2.56461 -1.75950
H -2.53849 2.24805 -0.08601
H -3.28401 1.24371 -1.39475
C -1.90263 -0.55753 -3.09331
H -1.58090 0.33640 -3.63699
H -2.98473 -0.52973 -2.94396
H -1.65976 -1.42867 -3.70993
C -3.05448 -4.61383 0.04562
C -2.81186 -4.69416 -1.31455
C -3.93435 -4.87282 -2.37560
C -4.95502 -3.65597 -2.53597
C -4.60602 -2.40714 -1.76463
C -4.44912 -2.36334 -0.26610
C -5.00807 -3.38594 0.69748
C -4.42522 -4.79635 0.62514
H -4.45506 -5.90355 -2.25763
H -6.01568 -3.95687 -2.41982
H -3.41028 -4.90434 -3.36311
H -5.02084 -5.42781 -0.05204
H -2.26108 -5.09488 0.63836
H -1.87562 -5.20577 -1.70820
H -4.44486 -5.24264 1.63150
H -4.89266 -2.95119 1.70063
H -4.63374 -1.36282 0.12788
H -6.07318 -3.41152 0.51994
H -5.01529 -3.42063 -3.62035
H -5.03104 -1.48965 -2.22939
P -0.73977 -2.97990 0.60314
P -2.42607 -0.79037 1.55597
C -1.46494 -3.38451 2.28968
C -2.35581 -2.21257 2.76493
H -0.61692 -3.60699 2.96685
H -2.03205 -4.31799 2.19213
H -3.37715 -2.55761 2.98580
H -1.92611 -1.80851 3.69220
C -1.24623 0.39375 2.25605
H -1.23157 1.30193 1.63248
H -0.22111 -0.03273 2.28735
H -1.54238 0.67895 3.28228
C -3.98686 0.21688 1.69150
H -4.56577 -0.12831 2.55862
H -4.60621 0.14249 0.78667
H -3.71968 1.27721 1.76376
C 0.96769 -2.49810 0.92394
H 1.07332 -1.42075 0.90636
H 1.62601 -2.91887 0.15269
H 1.32028 -2.85974 1.89377
C -0.08981 -4.27986 -0.57697
H -0.59124 -4.14409 -1.59346
H -0.31385 -5.25494 -0.11011
H 1.02322 -4.26700 -0.77053
O 0.63374 -2.75443 4.52188
C 1.31576 -1.69296 4.37259
C 2.42869 -1.26726 5.32248
C 2.95136 0.00897 4.72874
C 2.15946 0.17888 3.45858
O 2.36769 1.09367 2.66692
N 1.21687 -0.80211 3.35126
H 2.01500 -1.13875 6.32586
H 3.21551 -2.02345 5.34006
H 2.76842 0.86436 5.37036
H 4.01265 -0.05244 4.50242
```